This record from the Open Molecules 2025 dataset describes the molecule C16H29O5PS at a distorted geometry. The level of theory is ωB97M-V with the def2-TZVPD basis set.

Results
Energy above the lowest of the compared OMol25 structures with the same formula, charge and spin ... 228.3 kJ/mol
Orbital gap ... 8.40 eV
Net charge ... 0
SMILES ... C#C[C@]1(S)O[C@](C)(COCC)[C@](CCO)(P(C)O)[C@@]1(C)COC
Total energy ... -47417.8268 eV

The geometry in XYZ format:
```
52
C16H29O5PS, DFT ωB97M-V with the def2-TZVPD basis set
C -1.6379 1.8004 -2.8847
C -0.8386 1.0088 -2.5063
C 0.2167 0.2068 -1.7033
S 1.7165 0.4197 -2.8120
O -0.1003 -1.1762 -1.5493
C -0.2115 -1.7367 -0.2065
C 0.2744 -3.2257 -0.2859
C -1.7877 -1.7533 0.0099
O -2.5161 -1.1172 -1.0670
C -3.7878 -0.7018 -0.5477
C -4.6633 0.0065 -1.6579
C 0.6510 -0.7004 0.6415
C 2.1869 -1.0125 0.8781
C 3.0182 -1.4808 -0.3812
O 4.0607 -0.5752 -0.7703
P 0.0276 -0.5188 2.4520
C 1.1659 0.6027 3.4238
O 0.1297 -2.0544 3.1774
C 0.4092 0.6478 -0.1771
C -0.8220 1.4552 0.4450
C 1.5541 1.7585 -0.0619
O 1.2246 2.8936 -0.8671
C 1.0881 4.0951 -0.1094
H -2.3034 2.5576 -3.3070
H 1.7970 -0.7337 -3.5603
H 0.9110 -3.3015 -1.2126
H -0.5348 -3.9768 -0.4103
H 0.9666 -3.5091 0.5542
H -2.2209 -2.7937 0.0739
H -2.1320 -1.2352 0.9472
H -4.3153 -1.6304 -0.1971
H -3.6843 0.0664 0.2729
H -5.4314 0.5949 -1.0763
H -4.0838 0.7598 -2.2392
H -5.2414 -0.7157 -2.2781
H 2.2225 -1.8525 1.6323
H 2.7509 -0.1611 1.3372
H 2.3746 -1.7678 -1.2441
H 3.5439 -2.4365 -0.0770
H 4.8049 -0.6357 -0.1519
H 2.1820 0.1312 3.4915
H 0.7645 0.6124 4.4763
H 1.1753 1.6637 3.0895
H 1.0136 -2.1471 3.5889
H -0.4564 1.9960 1.3603
H -1.7003 0.8110 0.6644
H -1.1675 2.2690 -0.2473
H 1.6370 2.0314 1.0232
H 2.5583 1.3803 -0.3744
H 0.3249 4.7285 -0.6451
H 0.6898 3.9439 0.9247
H 2.0274 4.7151 -0.0885
```

And the Löwdin charges, in e, turn out to be: atom 1 (C): 0.10, atom 2 (C): -0.12, atom 3 (C): -0.59, atom 4 (S): 0.86, atom 5 (O): -0.13, atom 6 (C): -0.35, atom 7 (C): 0.01, atom 8 (C): -0.14, atom 9 (O): -0.17, atom 10 (C): -0.26, atom 11 (C): -0.07, atom 12 (C): -0.35, atom 13 (C): -0.16, atom 14 (C): -0.25, atom 15 (O): -0.11, atom 16 (P): 0.94, atom 17 (C): -0.27, atom 18 (O): -0.32, atom 19 (C): -0.30, atom 20 (C): -0.05, atom 21 (C): -0.21, atom 22 (O): -0.20, atom 23 (C): -0.11, atom 24 (H): 0.06, atom 25 (H): -0.09, atom 26 (H): 0.09, atom 27 (H): 0.09, atom 28 (H): 0.09, atom 29 (H): 0.13, atom 30 (H): 0.09, atom 31 (H): 0.12, atom 32 (H): 0.11, atom 33 (H): 0.08, atom 34 (H): 0.05, atom 35 (H): 0.07, atom 36 (H): 0.10, atom 37 (H): 0.11, atom 38 (H): 0.08, atom 39 (H): 0.12, atom 40 (H): 0.09, atom 41 (H): 0.04, atom 42 (H): 0.05, atom 43 (H): 0.04, atom 44 (H): 0.04, atom 45 (H): 0.07, atom 46 (H): 0.05, atom 47 (H): 0.09, atom 48 (H): 0.10, atom 49 (H): 0.10, atom 50 (H): 0.10, atom 51 (H): 0.08, atom 52 (H): 0.10


This record from the Open Molecules 2025 dataset describes a structure of composition C16H30As3Cl3N3PdSeSi. The level of theory is ωB97M-V with the def2-TZVPD basis set.

Results
<S²> ... 2.036
Energy above the lowest of the compared OMol25 structures with the same formula, charge and spin ... 52.0 kJ/mol
Multiplicity ... 3
Orbital gap (alpha / beta) ... 6.59 / 6.48 eV
Net charge ... +1
Total energy ... -318333.5329 eV

The geometry in XYZ format:
```
58
C16H30As3Cl3N3PdSeSi, DFT ωB97M-V with the def2-TZVPD basis set
Pd -0.5181 -1.4602 0.5617
C -0.5213 -2.7200 -2.9218
As -0.6119 -1.0788 -1.9146
C 0.8252 -0.0668 -2.7046
C -2.1389 -0.1363 -2.6607
C -3.5200 -0.3554 -2.0300
C -3.8183 -1.8553 -1.9504
C -3.6346 0.3001 -0.6469
As -2.8551 -0.5345 0.9118
C -2.9823 0.9157 2.1680
C -4.1526 -1.7970 1.5435
C -4.5871 0.2824 -2.9492
As -4.8302 2.2099 -3.3406
C -3.0716 3.0528 -3.1343
C -5.5755 2.8382 -1.6398
H -0.6731 -2.4880 -3.9745
H -1.2715 -3.4223 -2.5682
H 0.4615 -3.1613 -2.7732
H 0.6837 -0.0742 -3.7841
H 1.7774 -0.5288 -2.4545
H 0.8200 0.9574 -2.3408
H -2.1688 -0.4283 -3.7138
H -1.8560 0.9158 -2.6320
H -3.0990 -2.4116 -1.3387
H -3.8065 -2.2981 -2.9488
H -4.8107 -2.0325 -1.5294
H -4.6877 0.4109 -0.3769
H -3.2067 1.3032 -0.6592
H -4.0308 1.2037 2.2385
H -2.3852 1.7581 1.8239
H -2.6227 0.5919 3.1428
H -5.1290 -1.3145 1.5154
H -3.8942 -2.0695 2.5646
H -4.1368 -2.6879 0.9224
H -5.5769 0.0057 -2.5693
H -4.5116 -0.1908 -3.9310
H -2.3946 2.7336 -3.9257
H -2.6149 2.8865 -2.1574
H -3.2424 4.1229 -3.2533
H -6.4679 2.2588 -1.4013
H -5.8755 3.8770 -1.7710
H -4.8708 2.7821 -0.8116
Se 1.7004 -0.1995 4.8117
N 1.8302 1.5046 4.3024
C 1.3349 1.6196 3.0506
C 1.2440 2.8068 2.3226
C 0.6666 2.7654 1.0582
C 0.2035 1.5766 0.5393
N 0.2891 0.3973 1.2087
C 0.8375 0.4329 2.4263
N 0.9240 -0.6855 3.1898
H 1.6092 3.7296 2.7540
H 0.5697 3.6660 0.4675
H -0.2641 1.5413 -0.4335
Cl 1.9570 -2.8739 1.3063
Si 0.3947 -2.2173 2.5133
Cl 0.0925 -3.4278 4.0826
Cl -1.3805 -3.6334 0.4810
```

And the Löwdin charges, in e, turn out to be: atom 1 (Pd): 0.19, atom 2 (C): -0.28, atom 3 (As): 1.07, atom 4 (C): -0.27, atom 5 (C): -0.33, atom 6 (C): -0.66, atom 7 (C): -0.08, atom 8 (C): -0.33, atom 9 (As): 1.10, atom 10 (C): -0.26, atom 11 (C): -0.28, atom 12 (C): -0.38, atom 13 (As): 1.14, atom 14 (C): -0.36, atom 15 (C): -0.35, atom 16 (H): 0.04, atom 17 (H): 0.01, atom 18 (H): 0.04, atom 19 (H): 0.04, atom 20 (H): 0.04, atom 21 (H): 0.02, atom 22 (H): 0.10, atom 23 (H): 0.04, atom 24 (H): 0.01, atom 25 (H): 0.10, atom 26 (H): 0.10, atom 27 (H): 0.09, atom 28 (H): 0.06, atom 29 (H): 0.05, atom 30 (H): 0.02, atom 31 (H): 0.04, atom 32 (H): 0.05, atom 33 (H): 0.04, atom 34 (H): 0.01, atom 35 (H): 0.07, atom 36 (H): 0.06, atom 37 (H): 0.02, atom 38 (H): 0.00, atom 39 (H): 0.02, atom 40 (H): 0.02, atom 41 (H): 0.02, atom 42 (H): 0.00, atom 43 (Se): 1.14, atom 44 (N): -0.24, atom 45 (C): -0.37, atom 46 (C): 0.02, atom 47 (C): -0.05, atom 48 (C): -0.15, atom 49 (N): -0.04, atom 50 (C): -0.41, atom 51 (N): -0.46, atom 52 (H): 0.13, atom 53 (H): 0.12, atom 54 (H): 0.08, atom 55 (Cl): 0.30, atom 56 (Si): -0.45, atom 57 (Cl): 0.38, atom 58 (Cl): -0.03


This record from the Open Molecules 2025 dataset describes a cluster of 2 separate species, C16H30F9O9PS2 in total. The level of theory is ωB97M-V with the def2-TZVPD basis set.

Results
Orbital gap ... 3.71 eV
Net charge ... -2
Total energy ... -90923.3650 eV

The geometry in XYZ format:
```
67
C16H30F9O9PS2, DFT ωB97M-V with the def2-TZVPD basis set
C 6.0336 4.2877 0.2693
C 6.3137 3.0431 -0.5979
C 5.4295 1.8458 -0.2598
C 5.3272 0.8107 -1.3934
C 5.3376 -0.6639 -0.9506
C 4.2082 -1.4873 -1.5727
C 2.8492 -1.2172 -0.9679
O 2.7744 -1.8531 0.2991
C 1.8369 -1.3078 1.1953
C 0.7436 -2.3435 1.4714
O -0.0644 -2.4208 0.3385
C -1.1131 -1.4650 0.3031
C -2.2725 -1.8473 1.2244
C -3.6154 -1.3389 0.7099
C -3.8930 0.1370 1.0517
C -5.3795 0.3941 1.3136
C -5.9228 1.7510 0.8959
F -4.9834 2.6127 0.4527
F -6.5019 2.3786 1.9795
C -7.0974 1.7141 -0.1352
F -7.9595 0.7769 0.2408
F -7.7386 2.8830 -0.0837
S -6.6352 1.4418 -1.9648
F -8.0642 2.0248 -2.3956
F -6.0337 2.9176 -1.9930
F -5.2271 0.8604 -1.5686
F -7.2403 -0.0141 -1.9721
F -6.2705 1.2951 -3.4862
P 2.7016 -0.8536 2.7214
O 3.3790 -1.9562 3.4350
O 3.7303 0.3444 2.3904
O 1.5791 -0.0711 3.5503
H 5.6881 5.1272 -0.3317
H 5.2695 4.0746 1.0160
H 6.9229 4.6176 0.8062
H 6.1885 3.3027 -1.6500
H 7.3611 2.7653 -0.4652
H 5.8275 1.3487 0.6283
H 4.4336 2.2048 0.0060
H 4.4219 0.9980 -1.9733
H 6.1628 0.9875 -2.0757
H 6.2917 -1.1095 -1.2395
H 5.2762 -0.7285 0.1377
H 4.1582 -1.2493 -2.6372
H 4.4257 -2.5501 -1.4633
H 2.0698 -1.6376 -1.6104
H 2.6779 -0.1380 -0.8797
H 1.3526 -0.4187 0.7833
H 1.2386 -3.3045 1.6138
H 0.2013 -2.1013 2.3951
H -0.7165 -0.4694 0.5712
H -1.4668 -1.4084 -0.7255
H -2.0964 -1.4924 2.2491
H -2.2989 -2.9376 1.2438
H -3.5913 -1.4781 -0.3748
H -4.4227 -1.9830 1.0671
H -3.3017 0.4143 1.9284
H -3.5439 0.7491 0.2254
H -5.6205 0.2812 2.3692
H -5.9452 -0.3752 0.7880
H 4.6157 -0.0400 2.3960
H 1.9942 0.4842 4.2203
O -0.7766 -2.4128 -2.7072
S -1.9534 -3.3361 -2.7150
O -2.5053 -3.4450 -4.0899
O -3.0038 -2.7452 -1.8061
O -1.5661 -4.6738 -2.2006
```

And the Löwdin charges, in e, turn out to be: atom 1 (C): -0.11, atom 2 (C): -0.27, atom 3 (C): -0.23, atom 4 (C): -0.20, atom 5 (C): -0.20, atom 6 (C): -0.17, atom 7 (C): -0.19, atom 8 (O): -0.12, atom 9 (C): -0.35, atom 10 (C): -0.20, atom 11 (O): -0.10, atom 12 (C): -0.21, atom 13 (C): -0.17, atom 14 (C): -0.20, atom 15 (C): -0.18, atom 16 (C): -0.08, atom 17 (C): -0.45, atom 18 (F): 0.11, atom 19 (F): 0.08, atom 20 (C): -0.46, atom 21 (F): 0.13, atom 22 (F): 0.11, atom 23 (S): 0.78, atom 24 (F): -0.15, atom 25 (F): -0.14, atom 26 (F): -0.09, atom 27 (F): -0.12, atom 28 (F): -0.10, atom 29 (P): 0.48, atom 30 (O): -0.28, atom 31 (O): -0.14, atom 32 (O): -0.12, atom 33 (H): 0.06, atom 34 (H): 0.06, atom 35 (H): 0.06, atom 36 (H): 0.10, atom 37 (H): 0.10, atom 38 (H): 0.10, atom 39 (H): 0.11, atom 40 (H): 0.11, atom 41 (H): 0.10, atom 42 (H): 0.10, atom 43 (H): 0.09, atom 44 (H): 0.12, atom 45 (H): 0.12, atom 46 (H): 0.14, atom 47 (H): 0.12, atom 48 (H): 0.13, atom 49 (H): 0.14, atom 50 (H): 0.12, atom 51 (H): 0.12, atom 52 (H): 0.09, atom 53 (H): 0.09, atom 54 (H): 0.13, atom 55 (H): 0.08, atom 56 (H): 0.11, atom 57 (H): 0.11, atom 58 (H): 0.10, atom 59 (H): 0.13, atom 60 (H): 0.12, atom 61 (H): 0.07, atom 62 (H): 0.08, atom 63 (O): -0.48, atom 64 (S): 0.19, atom 65 (O): -0.49, atom 66 (O): -0.48, atom 67 (O): -0.48